Record 1
12 unconnected molecules or ions with the total composition C66H64F10N2O2 in a non-equilibrium geometry. Source: the Open Molecules 2025 dataset; level of theory: ωB97M-V with the def2-TZVPD basis set.

The calculation puts the orbital gap at 9.3 eV. The HOMO energy is -8.89 eV. The SMILES is Fc1ccccc1.Fc1ccccc1.Fc1ccccc1.Fc1ccccc1.Fc1ccccc1.Fc1ccccc1.Fc1ccccc1.Fc1ccccc1.Fc1ccccc1.Fc1ccccc1.CNC(C)=O.CNC(C)=O.

Structure (ORCA input):
```
! RIJCOSX wB97M-V def2-TZVPD def2/J DEFGRID3
* xyz 0 1
F 2.6599 -6.0449 -1.5223
C 1.8762 -5.9150 -0.4744
C 1.1781 -4.6781 -0.3462
C 0.3158 -4.4379 0.7503
C 0.1614 -5.4565 1.6607
C 0.9056 -6.5979 1.5655
C 1.8048 -6.8474 0.5263
H 1.2160 -3.9099 -1.1507
H -0.2032 -3.5217 0.8787
H -0.4797 -5.4520 2.5648
H 0.7154 -7.4258 2.2699
H 2.2340 -7.8257 0.4660
F 1.5376 -3.9422 6.7569
C 1.0641 -3.0898 5.8207
C 1.7126 -1.8776 5.6704
C 1.1156 -0.9621 4.8372
C -0.0319 -1.2777 4.1655
C -0.6339 -2.5276 4.2226
C -0.0389 -3.5006 5.0102
H 2.5373 -1.6531 6.3425
H 1.5068 0.0089 4.6521
H -0.4984 -0.5617 3.5909
H -1.5547 -2.6912 3.6714
H -0.4655 -4.5238 5.2074
F 2.0044 0.0458 -3.3938
C 2.9801 -0.7287 -2.9271
C 4.1751 -0.8354 -3.6217
C 5.1632 -1.7001 -3.1446
C 4.8563 -2.4739 -1.9922
C 3.6631 -2.3175 -1.3273
C 2.6465 -1.4549 -1.8262
H 4.1625 -0.2997 -4.5207
H 6.1103 -1.7912 -3.6966
H 5.6200 -3.1326 -1.5838
H 3.5566 -2.8989 -0.3956
H 1.6546 -1.3223 -1.4687
F -5.5995 0.5134 -5.5182
C -4.3954 0.2862 -4.9983
C -3.3260 0.6800 -5.7688
C -2.0303 0.3928 -5.2984
C -1.9053 -0.2860 -4.0752
C -3.0211 -0.6186 -3.3522
C -4.3013 -0.3864 -3.8245
H -3.4653 1.0332 -6.7510
H -1.1277 0.6176 -5.8484
H -0.9296 -0.4435 -3.5928
H -2.8370 -1.2185 -2.4052
H -5.1615 -0.7507 -3.2888
F -4.5208 2.6904 -0.5231
C -3.8848 3.5935 -1.2824
C -3.8432 4.8834 -0.8728
C -3.1192 5.8315 -1.6143
C -2.5182 5.4213 -2.7906
C -2.6425 4.0944 -3.2434
C -3.2536 3.1580 -2.4409
H -4.3881 5.1806 0.0174
H -3.0674 6.8695 -1.2682
H -1.9719 6.1541 -3.4294
H -2.2021 3.8212 -4.2545
H -3.3886 2.1487 -2.8881
F -0.2223 5.4129 0.2380
C 0.6799 6.2747 -0.3230
C 0.7362 7.5666 0.0783
C 1.6125 8.4497 -0.5332
C 2.4227 7.9963 -1.5337
C 2.4136 6.6635 -1.9252
C 1.5457 5.7704 -1.2599
H 0.1811 7.8839 0.9458
H 1.6733 9.4150 -0.1454
H 3.1995 8.6283 -1.9268
H 3.1079 6.2618 -2.6073
H 1.4996 4.6769 -1.4685
F 2.2836 2.9437 4.0931
C 3.0674 3.5366 3.1875
C 3.0649 4.8387 2.8296
C 3.9031 5.2652 1.7922
C 4.7514 4.3848 1.1419
C 4.8366 3.0885 1.5533
C 3.9516 2.6282 2.5723
H 2.4035 5.5160 3.2942
H 3.8134 6.2418 1.3776
H 5.3998 4.7597 0.3586
H 5.5793 2.4497 1.0487
H 4.0879 1.7048 3.1034
F -0.6687 4.1067 2.7916
C -1.4377 3.1176 3.2817
C -1.0835 2.5885 4.4877
C -1.9437 1.6079 4.9319
C -3.0511 1.1616 4.2061
C -3.3423 1.7261 2.9769
C -2.5123 2.7259 2.5148
H -0.2586 2.9913 5.0879
H -1.6971 1.1984 5.9256
H -3.6897 0.3370 4.6326
H -4.1586 1.3335 2.3849
H -2.6095 3.1297 1.5041
F 5.9558 -4.6126 1.7726
C 5.0334 -3.6354 1.9592
C 5.5333 -2.3545 1.7729
C 4.6210 -1.3147 1.8192
C 3.3573 -1.5766 2.2399
C 2.9278 -2.8963 2.5516
C 3.7525 -3.9847 2.3662
H 6.5912 -2.3295 1.4904
H 4.9336 -0.2603 1.7719
H 2.6677 -0.7806 2.4299
H 1.8935 -3.0020 2.8433
H 3.5237 -5.0095 2.3424
F -0.8751 -1.1606 -0.7268
C -0.4236 0.0621 -0.3272
C -0.8450 1.1900 -0.9554
C -0.3054 2.3592 -0.5232
C 0.7368 2.4034 0.3674
C 1.1959 1.3173 0.9856
C 0.6141 0.0818 0.6119
H -1.6262 1.1893 -1.7126
H -0.6478 3.3110 -0.9355
H 1.1905 3.3327 0.5865
H 1.9478 1.4419 1.7569
H 0.9165 -0.7955 1.1958
C -1.4881 -3.8348 -3.1607
N -2.8987 -3.8634 -3.5848
C -3.3095 -3.4368 -4.8390
C -4.8147 -3.5078 -4.9833
O -2.5204 -3.0122 -5.6698
H -0.9008 -3.4042 -4.0281
H -1.0003 -4.8376 -2.9467
H -1.5018 -3.2323 -2.1984
H -3.6042 -4.3251 -3.0035
H -5.0713 -4.2062 -5.7804
H -5.1799 -2.5575 -5.3773
H -5.3477 -3.6987 -4.0311
C -3.2653 -4.9220 -0.1242
N -3.5209 -3.5016 -0.0457
C -3.3832 -2.7403 1.0932
C -3.9695 -1.3249 0.9151
O -2.9770 -3.1749 2.1653
H -2.5164 -5.2320 -0.8404
H -4.2096 -5.4527 -0.2386
H -2.7862 -5.1914 0.8265
H -3.8792 -3.0651 -0.8531
H -4.0235 -0.8212 1.8710
H -4.9880 -1.2723 0.4709
H -3.3794 -0.7879 0.1369
*
```

---

Record 2
A single C12H11FN2O3S2 molecule. Source: the Open Molecules 2025 dataset; level of theory: ωB97M-V with the def2-TZVPD basis set.

The calculation puts the orbital gap at 9.3 eV. The HOMO energy is -9.25 eV. The SMILES is NC(=O)c1cc(S(=O)(=O)NCc2ccc(F)cc2)cs1.

Structure (ORCA input):
```
! RIJCOSX wB97M-V def2-TZVPD def2/J DEFGRID3
* xyz 0 1
N -6.1672 -0.3627 0.5627
C -5.1507 0.4973 0.3228
O -5.2570 1.6968 0.4562
C -3.8806 -0.1228 -0.1140
C -2.7599 0.5614 -0.4962
C -1.6996 -0.2930 -0.8492
S -0.1031 0.2733 -1.3922
O -0.2609 1.1525 -2.5083
O 0.7393 -0.8806 -1.5212
N 0.3247 1.2242 -0.0861
C 1.0027 0.5438 1.0014
C 2.4355 0.2032 0.6803
C 3.3504 1.2257 0.4553
C 4.6605 0.9437 0.1157
C 5.0439 -0.3802 0.0046
F 6.3208 -0.6656 -0.3242
C 4.1577 -1.4176 0.2266
C 2.8509 -1.1161 0.5640
C -2.0085 -1.6114 -0.7352
S -3.6145 -1.8398 -0.1953
H -6.0800 -1.3548 0.4346
H -7.0521 0.0178 0.8534
H -2.7039 1.6330 -0.5258
H 0.7907 2.0614 -0.4016
H 0.4316 -0.3660 1.1957
H 0.9479 1.1904 1.8838
H 3.0384 2.2563 0.5506
H 5.3783 1.7287 -0.0628
H 4.4913 -2.4381 0.1273
H 2.1447 -1.9149 0.7258
H -1.3710 -2.4457 -0.9486
*
```

---

Record 3
A molecular structure, C30H58BMnN2OP2S. Source: the Open Molecules 2025 dataset; level of theory: ωB97M-V with the def2-TZVPD basis set.

The calculation puts the orbital gap (alpha / beta) at 6.8 / 7.5 eV. The expectation value of S² is 6.25. The HOMO energy (alpha / beta) is -13.05 / -13.12 eV.

Structure (ORCA input):
```
! RIJCOSX wB97M-V def2-TZVPD def2/J DEFGRID3
* xyz 2 5
Mn -0.1463 -0.1714 0.0578
C -3.4401 0.7344 -2.5429
C -2.6871 2.0653 -2.4155
C -3.4896 3.0079 -1.5133
C -2.5978 2.6941 -3.8145
P -0.9861 1.7099 -1.7026
C -0.0689 1.1615 -3.2028
N 1.0601 0.3775 -2.7827
B 1.1461 -0.3932 -1.6040
N 2.4314 -0.9702 -1.5707
C 2.9278 -1.8110 -0.5189
P 1.6735 -1.7210 0.8280
C 2.5518 -0.9102 2.2566
C 3.9456 -1.4930 2.5230
C 1.7358 -0.9917 3.5551
C 2.6916 0.5614 1.8368
C 1.1368 -3.4683 1.1142
C 0.1056 -3.5494 2.2484
C 2.3292 -4.3707 1.4574
C 0.5013 -3.9435 -0.2059
C 3.1272 -0.5696 -2.7268
C 4.4120 -0.8635 -3.1476
C 4.8405 -0.2934 -4.3381
C 4.0015 0.5328 -5.0837
C 2.7077 0.8176 -4.6664
C 2.2842 0.2570 -3.4729
C -0.1024 3.2695 -1.1766
C -0.6137 3.7451 0.1892
C -0.2332 4.4117 -2.1911
C 1.3865 2.9244 -1.0235
H -4.3615 0.9079 -3.1028
H -3.7245 0.3338 -1.5736
H -2.8741 -0.0301 -3.0824
H -4.5208 3.0360 -1.8733
H -3.1083 4.0273 -1.5417
H -3.5161 2.6861 -0.4711
H -3.6227 2.8482 -4.1614
H -2.1116 2.0554 -4.5498
H -2.1068 3.6645 -3.8142
H 0.2471 2.0307 -3.7818
H -0.7498 0.5850 -3.8309
H 3.9024 -1.4753 -0.1668
H 3.0343 -2.8485 -0.8421
H 3.9030 -2.5182 2.8835
H 4.4097 -0.8918 3.3092
H 4.6112 -1.4537 1.6625
H 1.8308 -1.9715 4.0220
H 0.6783 -0.7727 3.4153
H 2.1454 -0.2610 4.2572
H 3.2709 0.6865 0.9178
H 3.2029 1.1088 2.6317
H 1.7177 1.0470 1.7003
H 0.5500 -3.3513 3.2206
H -0.2982 -4.5636 2.2725
H -0.7251 -2.8603 2.1222
H 2.6586 -4.2284 2.4856
H 3.1858 -4.2307 0.7960
H 2.0130 -5.4117 1.3579
H -0.1932 -3.2218 -0.6428
H -0.0630 -4.8566 -0.0085
H 1.2501 -4.1795 -0.9631
H 5.0610 -1.5168 -2.5776
H 5.8393 -0.5006 -4.6970
H 4.3629 0.9533 -6.0122
H 2.0593 1.4448 -5.2659
H -1.6910 3.8962 0.2245
H -0.1411 4.7038 0.4156
H -0.3349 3.0497 0.9852
H -1.2383 4.8307 -2.2123
H 0.0498 4.1331 -3.2063
H 0.4423 5.2128 -1.8815
H 1.5623 2.0452 -0.3976
H 1.8822 3.7639 -0.5303
H 1.8863 2.7497 -1.9776
C -2.1157 -1.3267 4.7674
C -3.0273 -0.1172 4.5767
C -2.3916 1.0355 3.8044
S -2.0946 0.8527 2.0490
O -1.0346 -0.2948 1.8911
C -3.6568 0.1885 1.4472
C -3.7684 -1.3357 1.3227
C -2.9102 -1.9986 0.2399
H -2.6255 -2.1008 5.3394
H -1.2160 -1.0483 5.3208
H -1.7972 -1.7590 3.8185
H -3.2875 0.2937 5.5543
H -3.9773 -0.4055 4.1224
H -1.3936 1.2665 4.1900
H -2.9757 1.9596 3.8468
H -3.8020 0.6667 0.4810
H -4.4149 0.5870 2.1243
H -4.8196 -1.5123 1.0859
H -3.5969 -1.8092 2.2884
H -2.7653 -1.3424 -0.6193
H -3.3925 -2.8959 -0.1488
H -1.9433 -2.3099 0.6171
*
```

---

Record 4
A single C23H29FN2O3 molecule in a non-equilibrium geometry. Source: the Open Molecules 2025 dataset; level of theory: ωB97M-V with the def2-TZVPD basis set.

The calculation puts the orbital gap at 10.1 eV. The HOMO energy is -9.29 eV. The SMILES is CC[C@@H](F)[C@@H]1[C@@H](OC[C@@H](C)C(C)C)OC(=O)C1(c1ccccn1)c1ccccn1.

Structure (ORCA input):
```
! RIJCOSX wB97M-V def2-TZVPD def2/J DEFGRID3
* xyz 0 1
C -0.4483 1.4767 3.7137
C 0.3714 0.3432 3.0653
C 1.2608 0.7930 1.9069
F 2.5872 0.5160 2.2218
C 0.9045 0.2428 0.5146
C -0.2010 -0.8031 0.3700
O -1.4647 -0.2067 0.5070
C -2.4074 -0.4571 -0.5298
C -3.7191 0.2393 -0.1562
C -3.5081 1.7496 -0.3268
C -4.8579 -0.3123 -1.0328
C -4.4959 -0.4426 -2.5250
C -6.1123 0.5792 -0.8952
O 0.0067 -1.3829 -0.9002
C 1.0428 -0.7434 -1.5371
O 1.0830 -0.6010 -2.6944
C 2.0005 -0.3039 -0.4185
C 2.6553 -1.6144 0.0004
C 2.6178 -2.1284 1.2906
C 3.2373 -3.3360 1.5841
C 3.8755 -4.0012 0.5437
C 3.8434 -3.4173 -0.7162
N 3.2613 -2.2580 -1.0003
C 3.0337 0.7306 -0.8179
C 2.6752 1.7479 -1.7021
C 3.6398 2.6844 -2.0507
C 4.9027 2.5445 -1.4893
C 5.1594 1.5076 -0.6082
N 4.2369 0.6007 -0.2726
H -1.5044 1.3694 3.4872
H -0.0991 2.4550 3.4027
H -0.3595 1.4144 4.7931
H -0.2962 -0.4722 2.8134
H 1.0458 -0.0402 3.8260
H 1.2122 1.8760 1.8479
H 0.4881 1.1077 -0.0091
H -0.1397 -1.5876 1.1248
H -2.5923 -1.5250 -0.6446
H -2.0530 -0.0417 -1.4675
H -3.8826 -0.0030 0.8923
H -4.3098 2.3424 0.0937
H -2.5697 2.0096 0.1555
H -3.3894 1.9580 -1.3881
H -5.1427 -1.2934 -0.6598
H -4.2407 -1.4676 -2.7747
H -3.7081 0.2302 -2.8416
H -5.3702 -0.1932 -3.1208
H -6.2277 0.9406 0.1215
H -6.9920 0.0249 -1.2072
H -6.0093 1.4314 -1.5604
H 2.1182 -1.5842 2.0717
H 3.2189 -3.7411 2.5824
H 4.3750 -4.9407 0.7053
H 4.3196 -3.9343 -1.5383
H 1.6832 1.7987 -2.1143
H 3.4219 3.4811 -2.7424
H 5.6904 3.2411 -1.7355
H 6.1325 1.3964 -0.1576
*
```

---

Record 5
A molecular structure, C33H29BrCsN7O7S. Source: the Open Molecules 2025 dataset; level of theory: ωB97M-V with the def2-TZVPD basis set.

The calculation puts the orbital gap at 5.3 eV. The HOMO energy is -1.57 eV.

Structure (ORCA input):
```
! RIJCOSX wB97M-V def2-TZVPD def2/J DEFGRID3
* xyz -2 1
Cs -1.4530 -0.0770 0.3966
O -0.0256 -2.5563 1.8266
C -0.4478 -3.7181 1.1569
C 0.1563 -3.8346 -0.2315
N -0.2898 -2.7607 -1.1217
C -1.3926 -3.2124 -1.9550
C -2.1126 -2.1309 -2.7842
O -2.6333 -2.5203 -3.8404
O -2.1156 -0.9464 -2.3316
C 0.8033 -2.2372 -1.9270
C 1.8523 -1.4884 -1.0899
O 3.3750 -2.9930 -0.0352
O 1.5420 -0.5438 -0.4106
H 0.9517 -2.4981 1.7297
H -1.5411 -3.6704 1.0923
H -0.1953 -4.6250 1.7274
H -0.0851 -4.8216 -0.6603
H 1.2402 -3.7986 -0.1252
H -2.1460 -3.6723 -1.3072
H -1.0714 -3.9872 -2.6702
H 0.3954 -1.4985 -2.6235
H 1.2884 -3.0333 -2.5169
N 3.2868 -1.6654 3.2690
C 2.4645 -0.7402 3.8514
C 2.5202 -0.5387 5.2458
C 1.6236 0.3294 5.8243
C 0.6947 0.9897 5.0258
C 0.7320 0.7343 3.6649
N 1.5886 -0.1002 3.0795
C 3.6085 -1.7066 1.8598
C 4.5783 -0.8207 1.4176
C 4.8903 -0.5008 0.0640
C 4.3550 -0.9844 -1.0752
C 3.2870 -2.0118 -1.1116
N 2.8974 -2.6420 1.2614
H 3.9848 -2.0708 3.8676
H 3.2524 -1.0720 5.8412
H 1.6436 0.4928 6.8963
H -0.0417 1.6645 5.4390
H 0.0218 1.2235 3.0044
H 5.0342 -0.2081 2.1860
H 5.6691 0.2502 -0.0558
H 4.7356 -0.6472 -2.0331
H 3.4032 -2.6226 -2.0136
N -1.1156 0.5627 -4.3895
C -0.9398 0.1626 -5.6924
C -1.1645 -1.0542 -6.3334
C -0.8789 -1.1009 -7.6849
C -0.3895 0.0206 -8.3779
C -0.1772 1.2249 -7.7357
C -0.4616 1.2975 -6.3711
N -0.3614 2.3648 -5.4978
C -0.7561 1.8701 -4.3462
C -0.9149 2.6660 -3.1196
C -1.6439 3.8121 -3.0799
S -1.6792 4.4173 -1.4846
C -0.7025 3.0984 -0.9794
N -0.3735 2.2648 -1.9177
H -1.5210 0.0061 -3.6025
H -1.5607 -1.8996 -5.7846
H -1.0395 -2.0255 -8.2266
H -0.1784 -0.0657 -9.4377
H 0.1953 2.0943 -8.2635
H -2.1530 4.2868 -3.9010
H -0.4471 3.0087 0.0692
Br -5.6396 1.8700 4.4124
C -4.0888 2.8514 4.9171
C -4.2016 3.6099 6.0767
C -3.1320 4.3755 6.5094
C -1.9607 4.3979 5.7642
C -1.8769 3.6542 4.5999
C -2.9267 2.8487 4.1557
C -2.6764 2.0080 2.8886
O -3.2091 0.8879 2.8419
O -1.8982 2.5385 2.0576
H -5.1295 3.5929 6.6326
H -3.2197 4.9554 7.4204
H -1.1173 4.9966 6.0866
H -0.9857 3.6726 3.9859
*
```

---

Record 6
A single CH3N5 molecule in a non-equilibrium geometry. Source: the Open Molecules 2025 dataset; level of theory: ωB97M-V with the def2-TZVPD basis set.

The calculation puts the orbital gap at 10.2 eV. The HOMO energy is -9.91 eV. The SMILES is [H]/N=c1/nn[nH][nH]1.

Structure (ORCA input):
```
! RIJCOSX wB97M-V def2-TZVPD def2/J DEFGRID3
* xyz 0 1
H -2.5530 0.2823 0.1324
N -1.9668 -0.4923 0.0504
C -0.7240 -0.2733 -0.1035
N 0.2023 -1.4763 -0.0689
N 1.3649 -1.1646 0.0178
N 1.4972 0.2872 -0.1098
N 0.0790 0.8110 0.0625
H 2.0652 0.6811 0.7698
H 0.0352 1.3449 -0.7507
*
```

---

Record 7
A single C2H2S molecule in a non-equilibrium geometry. Source: the Open Molecules 2025 dataset; level of theory: ωB97M-V with the def2-TZVPD basis set.

The calculation puts the orbital gap at 10.0 eV. The HOMO energy is -9.29 eV. The SMILES is C#CS.

Structure (ORCA input):
```
! RIJCOSX wB97M-V def2-TZVPD def2/J DEFGRID3
* xyz 0 1
C -1.1229 0.5944 -0.1615
C 0.0392 0.1975 -0.0551
S 1.7792 -0.0749 -0.0097
H -2.1194 0.5641 0.1691
H 1.4238 -1.2811 0.0572
*
```

---

Record 8
A single C9H18N2O4 molecule in a non-equilibrium geometry. Source: the Open Molecules 2025 dataset; level of theory: ωB97M-V with the def2-TZVPD basis set.

The calculation puts the orbital gap at 10.1 eV. The HOMO energy is -9.65 eV. The SMILES is CC(C)[C@H](NC(=O)[C@@H](N)[C@@H](C)O)C(=O)O.

Structure (ORCA input):
```
! RIJCOSX wB97M-V def2-TZVPD def2/J DEFGRID3
* xyz 0 1
C 2.3568 0.1713 2.4595
C 0.9432 -0.2524 2.6762
C 0.2077 0.8328 3.3769
C 0.2324 -0.7882 1.4155
N 0.1919 0.1457 0.3116
C 0.4281 -0.1637 -0.9942
O 0.8300 -1.3051 -1.3330
C 0.1614 0.8671 -2.0975
N 1.1547 0.9508 -3.1226
C -1.2385 0.6853 -2.7407
C -1.3025 -0.5114 -3.6950
O -2.2449 0.7108 -1.7970
C -1.1656 -1.3365 1.7779
O -1.3522 -1.8028 2.8564
O -2.0438 -1.2141 0.7645
H 2.3797 1.1559 1.9489
H 3.0027 -0.4692 1.8780
H 2.8438 0.3844 3.4775
H 0.9054 -1.1763 3.3707
H 0.1106 1.7367 2.8022
H -0.7919 0.4486 3.5924
H 0.6728 1.1332 4.3778
H 0.7348 -1.6483 1.0195
H -0.2289 1.0663 0.4389
H 0.0465 1.8425 -1.6212
H 1.3887 -0.0339 -3.4338
H 2.0249 1.2632 -2.6910
H -1.5016 1.5495 -3.3831
H -1.8698 -0.4461 -4.5870
H -1.6158 -1.3117 -3.0149
H -0.2878 -0.8130 -4.0279
H -2.1593 0.0808 -1.0857
H -2.8134 -1.7525 1.0803
*
```